12
Properties=species:S:1:pos:R:3:forces:R:3 method="wB97M-V/def2-TZVPD" total_charge=0 smiles=Nc1cc[nH]c1 de_lowest_kj_mol=340.1 multiplicity=1
C -0.651991 -0.183908 0.330770 0.7 3.0 -0.8
C -0.205159 -0.055129 -1.019757 1.6 3.3 -4.7
C 1.254178 -0.134030 -1.172168 -3.2 0.4 3.0
C 0.530665 -0.258634 1.131775 -1.0 -3.2 0.4
H -2.524314 0.812082 -0.068213 1.0 -0.6 -0.8
H -2.250651 0.714199 1.420204 0.4 0.3 2.5
H -0.744355 0.677293 -1.944734 1.0 -2.8 3.0
H 2.060381 0.201351 -1.921028 -1.8 -1.0 1.1
H 2.473316 -0.876626 0.189580 0.9 -0.4 1.4
H 0.432685 -0.782657 2.292355 1.1 1.8 -3.7
N -1.995489 0.263328 0.603057 0.4 -1.4 -1.2
N 1.620734 -0.377269 0.158160 -1.1 0.6 -0.2

---

12
Properties=species:S:1:pos:R:3:forces:R:3 method="wB97M-V/def2-TZVPD" total_charge=0 de_lowest_kj_mol=275.7 multiplicity=1
N -0.771201 1.208975 1.399009 -0.1 0.1 -0.1
C -0.240433 0.402069 0.398054 0.1 -0.1 -0.1
C -0.842460 -0.355301 -0.563420 0.0 0.0 0.1
C 0.242621 -1.029822 -1.236544 0.0 0.0 -0.2
C 1.527992 -0.624724 -0.714628 -0.3 0.1 0.1
N 1.119316 0.199724 0.324090 0.0 0.0 0.1
H -0.244372 2.058204 1.556772 0.0 -0.1 0.0
H -1.746072 1.428441 1.246847 0.1 0.0 0.0
H -1.902979 -0.437295 -0.760491 0.2 0.0 0.0
H 0.152512 -1.610582 -2.149677 0.0 0.1 0.2
H 0.939079 -1.810329 -0.502543 0.0 -0.1 0.1
H 1.765997 0.570640 1.002530 -0.1 0.0 -0.1

---

12
Properties=species:S:1:pos:R:3:forces:R:3 method="wB97M-V/def2-TZVPD" total_charge=0 smiles=Cc1cn[nH]c1 de_lowest_kj_mol=201.0 multiplicity=1
C -1.654096 -0.307705 0.069486 -0.3 -0.1 0.0
C -0.215439 0.031465 0.103772 -0.2 -0.1 -0.3
C 0.817045 -0.735303 -0.336374 -0.4 0.1 0.1
N 1.973519 -0.069168 -0.263054 -0.8 0.8 1.1
N 1.656506 1.336332 0.447556 0.8 -2.5 -2.2
C 0.338219 1.263383 0.468984 0.3 -0.3 -0.6
H -2.030302 -0.327802 -0.957192 -0.2 0.0 0.1
H -1.803422 -1.289812 0.522459 -0.2 0.0 -0.1
H -2.225764 0.424660 0.643862 -0.1 -0.1 -0.1
H 0.711073 -1.749978 -0.705614 0.4 0.1 0.0
H 2.785413 -0.690063 -0.472330 -0.1 2.0 1.0
H -0.352756 2.113990 0.478444 0.9 0.2 1.0

---

12
Properties=species:S:1:pos:R:3:forces:R:3 method="wB97M-V/def2-TZVPD" total_charge=0 smiles=C[C@H]1N[C@H]1C#N de_lowest_kj_mol=214.6 multiplicity=1
C -0.274479 -1.082394 1.185935 0.0 0.0 0.1
C 0.161222 -0.527600 -0.135218 0.5 -0.4 0.2
N -0.770538 -0.316821 -1.193713 -0.1 -0.3 -0.1
C 0.050699 0.810020 -0.819090 0.1 0.0 0.2
C -0.718899 1.990358 -0.447654 -0.3 0.6 0.4
N -1.394478 2.895240 -0.187597 0.9 -1.0 -0.3
H -1.317667 -0.878850 1.438505 0.2 0.1 -0.2
H -0.141986 -2.168687 1.115091 -0.1 0.1 0.2
H 0.380545 -0.708863 1.976243 -0.1 -0.1 0.0
H 1.202218 -0.825632 -0.405177 -0.8 -0.6 0.2
H -0.736563 -0.778453 -2.092807 0.7 0.2 0.0
H 1.084541 0.881587 -1.186882 -0.8 1.2 -0.7

---

12
Properties=species:S:1:pos:R:3:forces:R:3 method="wB97M-V/def2-TZVPD" total_charge=0 smiles=Cc1c[nH]cn1 de_lowest_kj_mol=280.0 multiplicity=1
C 1.628851 -1.018525 -0.288969 0.0 0.0 0.3
C 0.443643 -0.193344 0.116355 -0.3 -0.3 -0.2
C -0.902392 -0.516332 -0.098624 0.3 -1.2 -1.1
N -1.503235 0.720401 -0.325885 -0.4 -0.1 2.0
C -0.718580 1.563701 0.359137 0.3 1.4 -0.4
N 0.526086 1.132290 0.475863 -0.6 0.0 0.1
H 1.560528 -2.047435 0.075218 0.0 0.1 0.0
H 2.574702 -0.571579 0.024551 -0.2 0.0 0.2
H 1.644413 -1.076081 -1.389508 0.0 0.0 0.4
H -1.543674 -1.044646 0.617936 0.3 -1.4 -1.3
H -2.462691 0.848741 -0.616389 0.0 0.0 0.8
H -1.247651 2.202807 1.050315 0.6 1.5 -0.7

---

12
Properties=species:S:1:pos:R:3:forces:R:3 method="wB97M-V/def2-TZVPD" total_charge=0 smiles=N#CC[C@H]1CN1 de_lowest_kj_mol=266.8 multiplicity=1
N -3.105678 -0.472814 -0.873009 0.9 0.5 0.2
C -2.135636 0.084013 -0.581477 -0.7 -0.3 -0.2
C -0.906085 0.781081 -0.178670 0.0 0.1 0.0
C 0.117704 -0.185475 0.371181 -0.2 0.1 0.2
C 1.254136 -0.665401 -0.427563 0.7 0.0 1.2
N 1.396626 0.331845 0.739806 0.3 -0.1 0.9
H -0.487794 1.300647 -1.045899 -0.1 0.0 0.2
H -1.144301 1.518750 0.590606 -0.1 0.0 -0.1
H -0.264057 -0.892547 1.103800 -0.3 -0.2 -0.4
H 1.867314 0.063374 -0.902753 -0.3 -0.6 -2.9
H 1.528660 -1.715127 -0.272317 0.3 0.6 -0.1
H 1.879110 -0.148349 1.476297 -0.5 -0.1 0.9

---

Asked for total energy across the records above, the calculation gives -265.4060; -265.4306; -265.4590; -265.4538; -265.4289; -265.4339 hartree in order.